Record 1
DFT (wB97M-V/def2-TZVPD) results for a single C9H18OSi molecule at a distorted geometry.

Values from the calculation:
total charge = 0
HOMO-LUMO gap (spin up / spin down) = 7.58 / 8.36 eV
molar mass = 170.33 g mol⁻¹
ΔE to the lowest compared entry with this formula, charge and spin = 5.2517 eV

The geometry in XYZ format:
```
29
Properties=species:S:1:pos:R:3:forces:R:3
C 0.290034 -0.780218 2.310973 1.2883 -1.3360 -0.7056
C -0.537049 0.021360 2.872271 -0.5732 0.5032 1.1118
C 0.798034 -1.443412 1.061744 2.4604 1.4532 -0.0720
C 0.785480 -0.510412 -0.191072 1.5575 -0.6564 1.6773
C -1.905748 1.125270 -0.231726 -0.4647 0.2719 2.4374
C -1.842480 -1.834167 -0.900504 1.1035 -0.5846 0.2813
C -0.562302 0.254487 -2.858834 -0.1373 1.4182 1.9930
C 2.005284 0.325163 -0.549441 -0.0116 0.7293 0.8062
C 2.469969 1.137799 0.700740 4.7880 -0.3049 -1.1577
O 1.632227 1.964652 1.355484 -3.6262 -0.2756 0.5573
Si -0.801436 -0.242549 -0.987408 -1.5810 1.0745 -2.1425
H -1.135198 0.645895 2.272128 -0.9014 0.9621 -0.7254
H -0.746610 0.150383 3.941936 0.4950 -0.3359 -0.2589
H 1.843432 -1.895575 1.266667 -1.5967 0.6483 -0.3964
H 0.107485 -2.210536 0.887136 -0.7849 -1.4868 -0.2550
H -2.355792 0.572082 0.735803 0.5361 1.5691 -2.1172
H -1.531587 2.172220 0.099892 -0.0069 -1.9492 -0.3769
H -2.717097 1.415546 -0.917026 0.0013 -0.5995 0.1847
H -2.411288 -1.659207 0.005943 -0.5343 -0.3651 0.1560
H -2.510652 -1.958606 -1.764933 0.1889 0.0273 0.3688
H -1.234887 -2.789264 -0.726798 -0.8096 1.3190 -0.4691
H 0.412303 0.739672 -2.978821 -0.3992 0.5659 -0.0304
H -0.360204 -0.679193 -3.276213 -0.3976 -1.6274 -1.4548
H -1.426916 0.863449 -3.264358 1.1616 -0.9992 0.2442
H 1.601648 1.153029 -1.228159 1.2524 -1.4353 0.0489
H 3.007800 -0.284561 -0.834635 -2.5060 1.3583 0.0435
H 3.032268 0.435619 1.377615 -0.7056 0.2621 -0.1559
H 3.322464 1.856132 0.358176 -1.1789 -1.3231 0.1972
H 0.770815 1.454940 1.463420 1.3822 1.1164 0.2103
```
Positions in Å, forces in eV/Å.

Atomic partial charges in e from the natural (NBO) method, atoms 1 to 2: number 1, C, carries 0.17; number 2, C, carries -0.56

***

Record 2
DFT (wB97M-V/def2-TZVPD) results for a single C7H8O molecule at a distorted geometry.

Values from the calculation:
total charge = 0
HOMO-LUMO gap = 9.43 eV
molar mass = 108.14 g mol⁻¹
SMILES string = COc1ccccc1
ΔE to the lowest compared entry with this formula, charge and spin = 3.5073 eV

The geometry in XYZ format:
```
16
Properties=species:S:1:pos:R:3:forces:R:3
C 1.793992 -1.697159 -1.009460 2.4611 0.3946 -1.5480
O 0.421536 -1.357583 -1.220228 1.2720 -1.8632 -0.7053
C -0.055840 -0.418959 -0.429403 -3.0054 3.9021 -0.8385
C -0.663819 0.776520 -1.032240 1.2981 -2.7034 6.5477
C -1.268342 1.758489 -0.254588 1.6258 -4.7691 3.8379
C -1.388230 1.569978 1.150343 2.7476 -1.9641 -0.3571
C -0.715349 0.376309 1.734600 -2.7375 4.7335 -9.6242
C -0.194936 -0.560773 0.919710 1.6049 -1.1627 1.2228
H 2.369403 -0.693677 -0.982780 -0.6567 -1.4771 -0.2638
H 2.116368 -2.256261 -2.120454 -0.7172 1.2030 3.8761
H 2.140009 -2.179543 0.042478 -1.3482 0.3591 -2.6668
H -0.781505 0.821196 -1.992645 -0.0334 0.3256 -5.6586
H -1.530352 2.532467 -0.786025 -2.0222 4.4107 -2.1646
H -1.691055 2.310114 1.879042 -0.4103 0.1710 -0.3821
H -0.806020 0.398431 2.653892 -0.2994 -0.8088 8.9262
H 0.254140 -1.379550 1.447758 0.2210 -0.7512 -0.2018
```
Positions in Å, forces in eV/Å.

Atomic partial charges in e from the natural (NBO) method, atoms 1 to 2: number 1, C, carries -0.29; number 2, O, carries -0.52

***

Record 3
DFT (wB97M-V/def2-TZVPD) results for 2 unconnected molecules or ions with the total composition C6H12O at a distorted geometry.

Values from the calculation:
total charge = 0
HOMO-LUMO gap (spin up / spin down) = 6.99 / 7.91 eV
molar mass = 100.16 g mol⁻¹
ΔE to the lowest compared entry with this formula, charge and spin = 6.5377 eV

The geometry in XYZ format:
```
19
Properties=species:S:1:pos:R:3:forces:R:3
C -2.771521 -0.917749 0.452918 0.1766 0.7080 1.3531
C -1.660255 -0.897751 -0.544822 -0.1326 -1.9701 -3.1365
C -0.400076 -0.247361 -0.174705 -1.4074 -0.9265 2.2617
C 1.722199 0.121887 -0.020321 3.0889 -4.9696 0.8465
C 2.949670 0.885524 0.340815 -0.5382 3.1468 -0.4953
C -0.289290 1.060451 -0.534790 1.6325 3.9451 0.3771
O 0.435525 1.929030 0.032522 0.2382 -0.2735 0.3831
H -3.670518 -1.434006 0.118200 0.0770 0.1794 -0.2856
H -2.446711 -1.428839 1.366919 -0.0463 0.1278 0.0099
H -2.978190 0.125199 0.710665 -0.4505 -0.1670 0.2217
H -1.474053 -1.942829 -0.799270 0.0195 -0.2394 -0.3729
H -1.996315 -0.397549 -1.452612 -0.3534 -0.2566 -0.3019
H -0.203567 -0.664656 0.814680 0.3320 1.2853 0.2719
H 1.837350 -0.462363 -0.940113 -0.0632 0.6835 0.0003
H 1.775210 -0.657612 0.773557 -1.0901 0.3388 -0.5080
H 3.869708 0.316345 0.469722 -0.3509 -0.8274 -0.2877
H 2.839662 1.451388 1.272829 -0.1767 -0.0984 -0.1633
H 3.133303 1.615590 -0.447927 0.3483 0.2614 0.1365
H -0.672131 1.545293 -1.438261 -1.3035 -0.9477 -0.3108
```
Positions in Å, forces in eV/Å.

Atomic partial charges in e from the natural (NBO) method, atoms 1 to 2: number 1, C, carries -0.59; number 2, C, carries -0.42

***

Record 4
DFT (wB97M-V/def2-TZVPD) results for 2 unconnected molecules or ions with the total composition C2HCl2F at a distorted geometry.

Values from the calculation:
total charge = 0
HOMO-LUMO gap = 10.73 eV
molar mass = 114.93 g mol⁻¹
SMILES string = FC#CCl.Cl
ΔE to the lowest compared entry with this formula, charge and spin = 2.9922 eV

The geometry in XYZ format:
```
6
Properties=species:S:1:pos:R:3:forces:R:3
F -1.676456 1.119735 0.570670 -4.1326 6.5397 2.8640
C -0.969354 0.269761 0.175076 2.4373 -4.5981 -1.9277
C -0.662150 -0.801389 -0.212878 0.9626 -1.4465 -0.7377
Cl 0.039149 -2.123482 -0.843174 0.3800 -0.7600 -0.2816
Cl 2.036062 1.267657 0.396047 -0.9129 -1.3884 -0.7145
H 1.232750 0.267719 -0.085741 1.2656 1.6535 0.7974
```
Positions in Å, forces in eV/Å.

Atomic partial charges in e from the natural (NBO) method, atoms 1 to 2: number 1, F, carries -0.21; number 2, C, carries 0.42

***

Record 5
DFT (wB97M-V/def2-TZVPD) results for a molecular structure, C13H11NO2PdS at a distorted geometry.

Values from the calculation:
total charge = 0
spin multiplicity = 3
HOMO-LUMO gap (spin up / spin down) = 6.89 / 5.76 eV
molar mass = 351.72 g mol⁻¹
ΔE to the lowest compared entry with this formula, charge and spin = 0.2213 eV

The geometry in XYZ format:
```
29
Properties=species:S:1:pos:R:3:forces:R:3
Pd -0.012275 -0.922132 -0.720495 0.7888 -0.0001 -2.4760
S 0.780162 -2.554251 -2.412897 0.1214 0.9547 -0.4943
C 0.822757 -3.418786 -0.960782 0.2051 -2.0084 1.0802
C 1.102132 -4.800860 -0.794537 -0.5504 1.3278 0.0089
C 0.743021 -5.415397 0.384755 0.3462 -1.2369 0.3748
C 0.089889 -4.700687 1.368915 -0.6366 0.6860 -0.0389
C -0.105268 -3.328650 1.143788 1.3818 -0.8041 2.6039
N 0.416334 -2.704200 0.114316 -0.6404 -0.9834 -0.2383
H 1.502529 -5.325021 -1.623322 0.3757 -0.5007 -0.5381
H 0.972243 -6.484660 0.581264 -0.1793 0.8182 -0.4089
H -0.257991 -5.162370 2.295497 0.1472 0.1998 -0.3685
H -0.361201 -2.720854 2.025011 -0.4432 -0.0320 -0.7364
C -1.675776 1.945293 2.015515 0.4896 0.5339 1.4040
C -0.946145 1.468076 0.801817 -1.7083 -2.7218 1.2390
O -0.813140 0.176387 0.744537 -0.9289 3.2640 1.5286
C -0.519630 2.395954 -0.121591 0.9777 1.3877 -0.9687
C -0.298983 3.768188 0.239719 -0.9213 0.0587 1.5647
C 0.392922 4.616886 -0.557903 -0.7397 0.4734 1.3720
C 0.856804 4.156007 -1.771050 1.7930 0.7455 -1.6876
C 0.724549 2.870723 -2.174943 -0.6437 -1.1138 -0.8620
C -0.076782 1.972130 -1.392803 0.5227 -2.3947 -1.5745
O -0.323583 0.759159 -1.879336 0.5209 2.7938 0.3658
H -1.880902 1.100891 2.662488 0.0357 -0.0576 0.1087
H -2.583426 2.538961 1.932590 -0.2493 -0.2771 -0.9238
H -1.056110 2.679297 2.552711 0.1888 -0.5330 0.1308
H -0.690564 4.170055 1.220033 0.5918 -0.6742 -1.2043
H 0.612899 5.612019 -0.186148 -0.1078 -0.0119 -0.3249
H 1.438522 4.877118 -2.376244 -0.3094 -0.6147 0.1973
H 1.147005 2.430735 -3.110895 -0.4281 0.7208 0.8667
```
Positions in Å, forces in eV/Å.

Atomic partial charges in e from the natural (NBO) method, atoms 1 to 2: number 1, Pd, carries 1.01; number 2, S, carries -0.07

***

Record 6
DFT (wB97M-V/def2-TZVPD) results for a molecular structure, C24H37GeNSeW.

Values from the calculation:
total charge = -2
spin multiplicity = 3
HOMO-LUMO gap (spin up / spin down) = 3.97 / 4.65 eV
molar mass = 674.98 g mol⁻¹
ΔE to the lowest compared entry with this formula, charge and spin = 0.0000 eV

The geometry in XYZ format:
```
65
Properties=species:S:1:pos:R:3:forces:R:3
W 0.545969 -0.561208 1.359203 0.2549 -0.0237 0.8544
C 1.779376 2.061513 2.612485 0.0391 -0.0126 0.0208
C 0.444679 1.534573 2.109949 -0.1172 0.1286 -0.0163
C -0.245854 0.552797 2.969195 -0.0051 -0.1420 0.0133
C -0.066658 0.471020 4.463655 0.0041 0.0392 0.0039
C -1.462208 0.053945 2.293941 0.1189 -0.1936 -0.2080
C -2.152228 -1.105148 2.998417 0.0164 -0.0033 -0.0153
C -2.264425 0.957743 1.499846 -0.0154 0.0762 0.0007
C -3.693265 0.608650 1.157444 -0.0353 -0.0005 -0.0065
C -1.699629 2.157722 1.029686 -0.0459 -0.0152 0.0028
C -2.497527 3.068404 0.120025 -0.0121 0.0140 -0.0071
C -0.372566 2.458102 1.327081 0.0101 0.0158 -0.0319
C 0.270456 3.679723 0.723749 0.0228 0.0159 -0.0278
H 1.663479 2.927895 3.285670 -0.0046 0.0069 -0.0045
H 2.424988 2.370932 1.785936 -0.0066 -0.0033 -0.0053
H 2.314096 1.277927 3.147671 -0.0111 -0.0014 0.0003
H -0.081171 -0.561245 4.821033 -0.0285 -0.0031 -0.0023
H -0.841216 1.038583 5.003737 0.0029 0.0100 -0.0042
H 0.903805 0.875273 4.757240 0.0085 -0.0084 -0.0055
H -2.884109 -0.760281 3.747194 -0.0001 -0.0065 0.0127
H -1.410819 -1.718463 3.509991 0.0076 0.0031 0.0015
H -2.673840 -1.766787 2.303103 -0.0082 0.0133 -0.0098
H -4.389527 1.394737 1.475767 0.0071 0.0095 0.0016
H -4.010984 -0.311647 1.642493 0.0113 0.0038 0.0107
H -3.858121 0.470409 0.081242 -0.0023 -0.0067 0.0020
H -1.908753 3.395227 -0.741530 0.0046 -0.0128 -0.0035
H -2.846678 3.978692 0.626820 0.0089 0.0003 0.0040
H -3.379924 2.567406 -0.276743 -0.0038 0.0010 0.0079
H -0.448784 4.484442 0.556916 -0.0100 -0.0100 -0.0044
H 0.734044 3.453697 -0.248597 0.0110 -0.0068 0.0082
H 1.062375 4.081096 1.357113 -0.0049 -0.0090 0.0134
Se 2.086630 -1.837564 2.729970 -0.1017 0.0713 -0.2101
C 3.943427 -0.922265 -0.828942 -0.0092 -0.0099 0.0158
Ge 2.507080 0.179114 -1.603458 0.0193 -0.0028 -0.0158
C 3.122077 2.064266 -1.642083 0.0319 -0.0913 -0.0759
C 2.351500 -0.371693 -3.511513 0.0045 0.0612 0.0539
C 0.820785 0.047311 -0.680659 -0.0183 -0.0529 -0.2086
H 4.758920 -0.289238 -0.471995 0.0000 0.0128 -0.0063
H 4.345846 -1.619684 -1.568060 -0.0095 -0.0004 -0.0065
H 3.563340 -1.481600 0.029680 -0.0151 0.0065 -0.0039
H 4.033636 2.138439 -2.242561 -0.0030 0.0403 0.0130
H 3.336695 2.423848 -0.634810 -0.0156 -0.0390 0.0270
H 2.365104 2.717609 -2.080968 -0.0144 -0.0138 -0.0111
H 3.325173 -0.364209 -4.010204 0.0033 0.0018 0.0014
H 1.680314 0.302940 -4.048991 -0.0076 -0.0069 -0.0006
H 1.933549 -1.378926 -3.573774 -0.0022 -0.0059 0.0236
H 0.131762 0.841573 -0.997681 0.0216 0.0324 0.0681
C 1.136936 -3.914132 -0.757328 0.0360 0.0077 -0.0005
C 0.041503 -3.380544 -1.634462 -0.0726 0.0224 0.0190
C -0.543034 -4.171710 -2.613511 0.0301 -0.0047 0.0368
C -1.536244 -3.673283 -3.447117 -0.0280 -0.0158 -0.0363
C -1.961758 -2.365699 -3.271711 -0.0134 0.0314 -0.0076
C -1.408596 -1.544418 -2.295039 0.0549 0.0166 -0.0013
C -1.959126 -0.170237 -2.047354 0.0455 -0.1052 0.0114
C -0.371310 -2.035747 -1.474273 0.0562 -0.2008 0.0892
N 0.268326 -1.286730 -0.504048 -0.1540 0.2118 -0.3894
H 1.304000 -4.976738 -0.952572 0.0001 -0.0011 0.0004
H 0.926849 -3.765319 0.303353 -0.0147 -0.0105 0.0019
H 2.069621 -3.370782 -0.930897 -0.0006 0.0026 -0.0003
H -0.202900 -5.197145 -2.728066 -0.0003 0.0009 -0.0027
H -1.981689 -4.300033 -4.212109 0.0011 0.0010 0.0024
H -2.762961 -1.970058 -3.890457 0.0005 0.0021 0.0029
H -2.950705 -0.061607 -2.493351 -0.0087 -0.0127 0.0139
H -1.310693 0.613418 -2.446320 -0.0216 -0.0011 -0.0073
H -2.019039 -0.014878 -0.968437 -0.0117 0.1735 -0.0026
```
Positions in Å, forces in eV/Å.

Atomic partial charges in e from the natural (NBO) method, atoms 1 to 2: number 1, W, carries 1.06; number 2, C, carries -0.63

***

Look up the molar mass of the first one. 170.33 g mol⁻¹